Record 1
{"formula": "C15H23F5N5OTeTi", "method": "wB97M-V/def2-TZVPD", "total_charge": 1, "homo_energy_ev": -12.150, "total_energy_ev": -69422.781, "species": ["Ti", "C", "C", "N", "C", "C", "N", "C", "C", "N", "C", "C", "N", "C", "C", "C", "C", "C", "C", "C", "N", "H", "H", "H", "H", "H", "H", "H", "H", "H", "H", "H", "H", "H", "H", "H", "H", "H", "H", "H", "H", "H", "H", "H", "F", "Te", "F", "F", "F", "F", "O"], "xyz": [[-0.220826, -0.406639, 0.595153], [-2.636233, -3.865464, -0.650007], [-1.625033, -2.777877, -0.552085], [-1.842963, -1.546284, -0.340160], [-3.118318, -0.862587, -0.272425], [-2.842135, 0.479713, -0.945641], [-1.634275, 1.128772, -0.361541], [-1.953328, 2.106248, 0.701216], [-0.646024, 2.716618, 1.166789], [0.354684, 1.662857, 1.435846], [1.732707, 2.042797, 1.071109], [1.974509, 1.770669, -0.407768], [1.580634, 0.396843, -0.669370], [2.393275, -0.501227, -1.067841], [3.829365, -0.305749, -1.439863], [1.817420, -1.884085, -1.121029], [2.467833, -3.037124, -1.532435], [1.751074, -4.228069, -1.537317], [0.406409, -4.245306, -1.192860], [-0.171556, -3.049390, -0.806830], [0.547509, -1.935882, -0.738833], [-3.555143, -3.591812, -0.138594], [-2.249314, -4.775207, -0.193178], [-2.861368, -4.082200, -1.697484], [-3.399993, -0.743598, 0.773809], [-3.914096, -1.389158, -0.801341], [-3.706787, 1.143358, -0.888313], [-2.630817, 0.291132, -1.998859], [-1.181391, 1.651007, -1.107573], [-2.451081, 1.577254, 1.511287], [-2.615893, 2.888474, 0.321547], [-0.810640, 3.338885, 2.047630], [-0.249041, 3.369126, 0.384791], [0.330792, 1.426497, 2.421572], [2.409468, 1.429212, 1.662760], [1.933874, 3.093982, 1.294158], [3.011384, 1.993983, -0.654812], [1.342448, 2.422577, -1.017815], [4.016273, 0.689071, -1.833545], [4.138769, -1.025990, -2.192865], [4.459744, -0.454105, -0.559457], [3.502172, -3.026160, -1.840289], [2.239918, -5.145069, -1.837340], [-0.163748, -5.162027, -1.229718], [-1.424076, -0.402846, 4.845816], [-0.518549, -1.613183, 3.616347], [1.287781, -0.796928, 1.585035], [-2.162183, -2.466921, 3.716569], [0.168401, -3.116825, 4.580188], [-0.411710, -2.759678, 1.964231], [-1.293280, -0.395587, 1.916607]], "forces_ev_per_a": [[-0.416, 0.796, 0.879], [-0.019, 0.027, -0.004], [-0.051, -0.083, -0.070], [-0.035, -0.003, -0.053], [0.013, -0.029, 0.013], [-0.013, -0.003, 0.010], [-0.094, -0.079, -0.162], [0.021, 0.021, 0.003], [-0.005, 0.039, 0.024], [0.029, 0.024, -0.301], [0.026, 0.010, 0.065], [-0.022, 0.011, -0.045], [0.101, -0.026, -0.274], [0.062, 0.081, -0.017], [-0.017, 0.026, 0.012], [-0.045, -0.078, 0.016], [-0.020, -0.010, -0.015], [0.016, -0.006, -0.018], [-0.016, 0.004, -0.005], [0.035, 0.024, -0.026], [0.218, -0.214, -0.121], [-0.011, 0.003, -0.014], [0.006, 0.006, 0.023], [0.016, -0.016, 0.007], [0.003, 0.013, 0.016], [0.008, -0.017, 0.007], [-0.002, -0.001, 0.032], [-0.017, 0.029, -0.006], [0.031, -0.079, -0.038], [0.015, -0.001, -0.009], [-0.019, -0.002, 0.014], [0.022, 0.016, -0.011], [-0.006, -0.017, -0.018], [-0.038, -0.055, -0.029], [-0.006, -0.007, 0.002], [-0.012, -0.006, 0.018], [0.008, 0.001, 0.005], [0.006, -0.002, -0.017], [0.011, 0.001, 0.006], [0.000, 0.006, -0.012], [-0.006, -0.012, 0.008], [0.008, 0.010, 0.003], [0.001, 0.001, 0.004], [-0.014, 0.008, 0.002], [0.104, -0.095, 0.121], [0.232, -0.339, -0.225], [0.142, -0.040, 0.042], [-0.118, 0.079, -0.183], [-0.277, 0.108, 0.263], [0.158, -0.166, -0.078], [-0.014, 0.040, 0.158]]}

***

Record 2
{"formula": "C3H5NO3", "method": "wB97M-V/def2-TZVPD", "homo_energy_ev": -10.083, "total_energy_ev": -10821.697, "smiles": "C1=NOCOCO1", "relative_energy_kcal_mol": 92.03, "species": ["C", "C", "C", "H", "H", "H", "H", "H", "N", "O", "O", "O"], "xyz": [[-1.309479, -0.300070, -0.057057], [0.908498, -1.075115, 0.086572], [0.144174, 1.575817, -0.115793], [-2.265932, -0.570945, -0.442672], [-1.417721, -0.279114, 1.033522], [0.824091, -0.838908, 1.167649], [1.453216, -1.968056, -0.168560], [0.085117, 2.620350, 0.079954], [1.348005, 1.169279, -0.120666], [-0.405664, -1.228646, -0.498269], [1.691080, -0.127261, -0.522531], [-1.055384, 1.022667, -0.442144]], "forces_ev_per_a": [[-0.263, -0.236, 0.991], [-0.693, -0.638, -0.274], [-0.019, -0.627, -0.566], [-0.608, -0.010, -0.588], [0.402, -0.240, 0.230], [-0.095, -0.357, -0.389], [-0.197, -0.692, 0.431], [-0.326, 0.676, 0.283], [0.400, 0.357, -0.194], [1.323, 0.059, 0.312], [-0.661, 1.058, 0.102], [0.738, 0.649, -0.338]]}

***

Record 3
{"formula": "C14H42K3O18P", "method": "wB97M-V/def2-TZVPD", "homo_energy_ev": -7.385, "total_energy_ev": -110319.625, "relative_energy_kcal_mol": 137.04, "species": ["K", "K", "K", "P", "O", "O", "O", "O", "C", "C", "O", "O", "H", "H", "H", "H", "H", "H", "C", "C", "O", "O", "H", "H", "H", "H", "H", "H", "C", "C", "O", "O", "H", "H", "H", "H", "H", "H", "C", "C", "O", "O", "H", "H", "H", "H", "H", "H", "C", "C", "O", "O", "H", "H", "H", "H", "H", "H", "C", "C", "O", "O", "H", "H", "H", "H", "H", "H", "C", "C", "O", "O", "H", "H", "H", "H", "H", "H"], "xyz": [[0.517496, 0.284916, 0.164969], [3.896656, -0.993354, 2.146809], [3.616546, 1.497696, -3.440041], [3.189196, -0.677294, -1.232771], [4.709486, -1.161784, -1.504861], [3.169586, 0.901546, -0.836731], [2.552996, -1.334984, -0.032091], [2.237726, -1.001624, -2.447441], [0.260326, 1.016456, 5.623509], [0.580216, 1.763376, 6.953049], [0.998836, 1.000946, 8.025869], [0.254706, 1.907436, 4.514829], [-0.795554, 0.746166, 5.636559], [0.963016, 0.211186, 5.409319], [-0.126464, 2.568526, 7.154129], [1.411396, 2.427136, 6.714999], [1.494246, 1.607186, 8.581419], [-0.585634, 2.136796, 4.111319], [2.184516, 3.909996, 0.934079], [3.137996, 2.962726, 1.680199], [2.581836, 1.630016, 1.646249], [2.161936, 3.444666, -0.410961], [2.435756, 4.970476, 0.915179], [1.159606, 3.749806, 1.268759], [3.177456, 3.229456, 2.736319], [4.159046, 3.132116, 1.338339], [2.784366, 1.287646, 0.772539], [2.559326, 2.573766, -0.483111], [-3.068634, 1.538836, 1.203189], [-4.447394, 1.841746, 0.569219], [-4.572674, 3.079366, 0.016979], [-2.059774, 1.798656, 0.270629], [-2.993984, 0.561466, 1.679929], [-2.741694, 2.186786, 2.016429], [-5.216854, 1.684656, 1.325089], [-4.741104, 1.077446, -0.150281], [-4.853604, 3.741266, 0.653039], [-2.230944, 2.660116, -0.116901], [-3.118724, 0.223946, -4.069131], [-3.135664, -0.621644, -2.757571], [-2.028724, -1.624114, -2.823551], [-4.138874, 1.298196, -4.125601], [-3.142944, -0.430484, -4.940481], [-2.132744, 0.655996, -4.240251], [-4.149374, -1.005574, -2.643091], [-3.005994, 0.151716, -2.000481], [-1.165094, -1.204904, -2.827981], [-3.747954, 2.163656, -3.985011], [0.937856, -3.924574, -2.890071], [0.144426, -3.927884, -1.491671], [0.111726, -2.601324, -1.041351], [2.325526, -3.652334, -2.539951], [0.670646, -3.103304, -3.555061], [0.850076, -4.875244, -3.416011], [0.708716, -4.700054, -0.968771], [-0.884314, -4.277134, -1.580091], [0.943836, -2.135764, -0.929751], [2.414736, -2.701754, -2.439791], [0.977006, -0.623414, -5.399521], [0.409366, 0.767076, -4.877061], [0.244906, 0.641666, -3.408481], [2.305646, -0.981414, -5.022241], [0.865296, -0.752614, -6.476061], [0.384946, -1.388284, -4.896981], [-0.519954, 1.104396, -5.336041], [1.144886, 1.513246, -5.177611], [0.990466, 0.122766, -3.097861], [2.258216, -1.008414, -4.063791], [-0.778194, -2.930294, 2.247689], [-0.082324, -2.685614, 3.666269], [-1.167804, -2.359744, 4.500739], [-0.727544, -1.839434, 1.401499], [-1.725294, -3.469024, 2.277249], [-0.078704, -3.592594, 1.737619], [0.575506, -1.817554, 3.709159], [0.393566, -3.551304, 4.126929], [-0.983274, -2.578404, 5.417109], [-0.703824, -2.239774, 0.529279]], "forces_ev_per_a": [[-0.403, 0.238, -0.128], [-0.127, 0.071, -0.737], [-0.015, -0.497, 0.327], [4.804, 0.022, -0.525], [-4.112, 1.793, 0.512], [-0.370, -0.908, -1.167], [-0.991, -1.016, 1.817], [0.208, 1.534, 0.401], [-2.014, 0.922, 0.410], [1.336, 1.889, -2.270], [-0.410, -0.958, 0.758], [1.726, 0.947, -0.364], [0.243, -1.330, 0.606], [-0.183, -0.099, 0.245], [-1.128, -0.619, 0.377], [0.577, -0.014, -0.654], [0.040, -0.280, 0.242], [-0.187, -0.498, 0.624], [0.099, -1.614, -0.856], [-1.276, 0.989, 1.399], [0.740, 0.971, 1.179], [-0.290, 1.183, -0.722], [0.226, -0.071, 0.348], [-0.011, 0.345, 0.742], [-0.168, 0.056, 0.154], [0.067, -0.798, -0.579], [0.644, -0.764, -1.655], [0.300, -0.755, -0.333], [-0.328, 1.090, 0.296], [-0.363, -2.197, 2.172], [0.383, 1.782, -1.231], [1.221, -1.038, -1.142], [-0.013, -0.445, -0.842], [-1.166, 0.548, 0.668], [-0.057, 0.053, 0.510], [0.626, 0.078, -0.484], [0.041, -0.138, 0.135], [-0.135, 0.140, -0.099], [0.243, 0.641, -0.240], [1.692, 1.225, -1.576], [-2.858, 0.678, 0.232], [0.535, -1.743, 0.049], [-1.033, -0.103, -0.092], [0.031, 0.272, 0.754], [0.472, -0.928, 0.088], [0.350, -0.418, 0.637], [0.038, 0.613, 0.110], [0.338, -0.232, 0.103], [0.875, 0.826, 1.816], [1.034, -0.226, -3.307], [-1.491, 0.078, 1.151], [-1.102, -2.052, -0.413], [-0.776, -0.105, 0.033], [0.191, -0.055, 0.105], [0.170, 0.511, 0.963], [-0.090, 0.239, -0.117], [1.385, -0.578, -0.062], [0.042, 0.646, -0.193], [-0.823, -0.174, 0.521], [1.345, -1.813, 0.895], [-0.701, 1.297, -2.165], [-0.402, 1.753, -1.651], [0.079, 0.248, -0.020], [-0.776, 0.013, -0.313], [-0.112, -0.503, 0.162], [0.272, 0.444, 0.404], [0.812, -0.769, 0.663], [0.674, -0.592, 1.356], [3.391, -1.449, 0.780], [-2.171, 0.124, -0.673], [-1.100, 0.392, 1.041], [-1.072, 1.875, 0.608], [-0.260, 0.465, 0.634], [0.058, -0.984, 0.251], [0.497, -0.075, -0.783], [0.340, -0.305, -0.773], [0.086, 0.063, 0.025], [0.285, 0.095, -1.136]]}

***

Record 4
{"formula": "C5H11N3O", "method": "wB97M-V/def2-TZVPD", "total_charge": 2, "homo_energy_ev": -19.187, "total_energy_ev": -11861.405, "relative_energy_kcal_mol": 48.72, "species": ["C", "C", "C", "C", "C", "N", "N", "N", "O", "H", "H", "H", "H", "H", "H", "H", "H", "H", "H", "H"], "xyz": [[2.000938, -0.836883, 0.575581], [-0.376567, -0.893050, -0.332669], [-0.738956, 0.400753, 0.350539], [-1.582232, 0.404610, 1.500707], [0.335275, 1.847772, -1.426583], [0.872160, -1.344322, -0.258819], [2.116817, 0.371006, 0.836274], [-1.315273, -1.634311, -0.919643], [-0.349621, 1.476230, -0.154405], [2.594213, -1.682672, 0.842712], [-1.967379, -0.528604, 1.734260], [-2.496566, 1.182078, 1.297743], [-1.261953, 0.835246, 2.447769], [0.021177, 2.782284, -1.641457], [0.183338, 1.158756, -2.248008], [1.370516, 2.012643, -1.088338], [1.139142, -2.238836, -0.708052], [2.901258, 0.696899, 1.399928], [-2.360773, -1.486261, -0.846100], [-1.085516, -2.523342, -1.361443]], "forces_ev_per_a": [[-0.512, 0.643, -0.337], [0.209, -2.275, -0.476], [1.157, 1.299, -1.128], [-2.639, 3.017, 0.232], [2.245, -2.239, 1.366], [0.423, 0.348, 0.169], [-0.717, -0.085, -0.402], [-1.184, 0.721, 0.415], [-1.003, 0.070, -0.010], [0.679, -0.452, 0.259], [-0.777, -1.893, 0.300], [1.895, -1.768, 0.130], [0.899, 0.258, -0.074], [-1.748, 2.887, -0.620], [-0.017, -0.387, 0.239], [-0.166, -0.691, -0.364], [-0.651, 0.584, 0.272], [0.009, -0.481, 0.047], [1.762, 0.268, -0.119], [0.137, 0.177, 0.100]]}

***

Record 5
{"formula": "C3H3N3O2", "method": "wB97M-V/def2-TZVPD", "homo_energy_ev": -10.275, "total_energy_ev": -11721.989, "relative_energy_kcal_mol": 91.50, "species": ["C", "C", "C", "N", "N", "N", "O", "O", "H", "H", "H"], "xyz": [[-2.158092, -0.654714, 0.123760], [-1.135851, 0.311840, 0.123886], [1.694822, -0.435692, 0.009473], [-2.968749, -1.468915, 0.073269], [0.394071, -0.818091, -0.389502], [-0.690421, 1.449793, 0.064374], [2.557656, -1.239732, 0.262852], [1.955661, 0.869788, 0.043150], [0.272406, -1.757229, -0.067665], [-1.245487, 2.305093, 0.156238], [1.323981, 1.437854, -0.399832]], "forces_ev_per_a": [[-0.735, 0.489, 0.228], [5.131, -2.066, -1.749], [-0.563, -0.362, -0.120], [0.175, 0.052, 0.052], [-1.795, 2.160, 0.920], [-1.384, 0.734, 0.324], [-0.486, 0.163, -0.010], [0.971, 0.271, 0.090], [-0.357, -0.694, 0.142], [-0.286, -0.523, 0.118], [-0.672, -0.225, 0.005]]}

***

Record 6
{"formula": "C3H3NO2", "method": "wB97M-V/def2-TZVPD", "homo_energy_ev": -10.640, "total_energy_ev": -8743.139, "smiles": "N#C[C@@H](O)C=O", "relative_energy_kcal_mol": 45.94, "species": ["O", "C", "C", "O", "C", "N", "H", "H", "H"], "xyz": [[-0.398525, 1.552618, 0.301884], [0.162769, 0.271501, 0.301726], [-0.922425, -0.830127, 0.248394], [-0.637342, -1.990339, 0.172213], [1.208660, -0.036780, -0.682987], [2.083364, -0.428359, -1.323864], [-0.328213, 1.994877, -0.547100], [0.718602, 0.162483, 1.242057], [-1.965951, -0.458342, 0.302393]], "forces_ev_per_a": [[-0.016, 0.176, 0.005], [0.197, -0.192, 0.184], [0.259, -0.272, -0.001], [-0.224, 0.310, 0.052], [0.560, -0.279, -0.447], [-0.595, 0.455, 0.187], [0.054, -0.134, -0.194], [-0.392, -0.100, 0.196], [0.157, 0.035, 0.017]]}

***

Record 7
{"formula": "C4H2AgO5", "method": "wB97M-V/def2-TZVPD", "total_charge": -1, "homo_energy_ev": -3.793, "total_energy_ev": -18417.195, "relative_energy_kcal_mol": 0.00, "species": ["O", "C", "O", "O", "C", "C", "C", "O", "O", "Ag", "H", "H"], "xyz": [[1.254069, 1.379378, -0.688075], [0.906977, 1.826516, -1.822507], [1.648542, 2.364542, -2.651617], [1.515168, -3.180835, 1.647791], [0.580727, -2.598343, 1.996615], [-0.526891, -1.931149, 2.288899], [-0.654098, 1.772165, -2.103986], [-1.091244, 2.247552, -3.158315], [-1.346097, 1.296768, -1.153886], [-0.293258, 0.421548, 0.619421], [-0.537136, -1.345960, 3.210255], [-1.456760, -2.252178, 1.815407]], "forces_ev_per_a": [[0.809, -0.578, 1.040], [-0.259, 0.857, -0.932], [-0.252, -0.474, 0.432], [-0.318, 0.292, 0.414], [-0.048, -0.072, -0.697], [-0.003, 0.225, 0.313], [0.545, 0.769, -0.937], [0.108, -0.438, 0.585], [-1.111, -0.615, 0.732], [0.174, 0.041, -0.690], [-0.031, -0.163, -0.372], [0.384, 0.156, 0.112]]}

***

Record 8
{"formula": "C5H13NO2P", "method": "wB97M-V/def2-TZVPD", "total_charge": 1, "homo_energy_ev": -12.131, "total_energy_ev": -20260.521, "relative_energy_kcal_mol": 76.81, "species": ["C", "C", "C", "C", "C", "N", "O", "O", "P", "H", "H", "H", "H", "H", "H", "H", "H", "H", "H", "H", "H", "H"], "xyz": [[2.336411, 0.144453, 1.281877], [2.999926, 0.739846, -0.615047], [1.963889, -0.227265, -0.090811], [-1.576779, -0.806663, 1.098369], [-2.810693, 1.209592, -0.351968], [1.142645, -0.946640, -0.765589], [-1.844885, -1.166585, -1.459437], [3.347251, 1.106079, 0.731358], [-1.377096, 0.064457, -0.477200], [1.524056, 0.691427, 1.774289], [2.738168, -0.684278, 1.909938], [3.876554, 0.373313, -1.090513], [2.611895, 1.609453, -1.174846], [-2.548850, -1.258371, 1.036788], [-0.746506, -1.530272, 1.138451], [-1.377966, -0.211990, 2.053343], [-2.404396, 2.094685, 0.289078], [-3.078999, 1.861110, -1.209322], [-3.681408, 0.629588, -0.133868], [1.107843, -0.902651, -1.834954], [-2.789666, -1.142731, -1.860781], [0.588610, -1.646550, -0.249149]], "forces_ev_per_a": [[0.795, 0.545, 0.322], [-0.912, 1.071, 0.715], [1.121, 0.237, -2.792], [1.393, 0.818, 1.304], [1.555, 2.137, -0.518], [0.900, -0.589, -0.079], [-2.252, -0.176, -1.384], [-1.274, -1.362, 1.208], [-0.801, 1.893, -0.406], [0.074, -0.146, 0.187], [-0.113, 0.741, -0.307], [0.513, -0.823, -0.806], [-0.100, -0.384, 0.054], [-0.331, -0.559, 0.598], [-0.641, -0.431, 0.018], [-0.757, -0.411, -1.383], [-1.214, -1.957, 0.012], [0.495, -0.971, -0.299], [-0.775, 0.180, 1.098], [-0.035, -0.202, 2.150], [2.343, -0.027, 1.157], [0.016, 0.415, -0.850]]}